This record from the Open Molecules 2025 dataset describes a structure of composition C17H39O2P3Zr at a distorted geometry. The level of theory is ωB97M-V with the def2-TZVPD basis set.

```
62
Properties=species:S:1:pos:R:3:forces:R:3:lowdin_charge:R:1
Zr -0.388289 -0.215574 0.972174 0.813 0.308 1.448 1.234
P -1.393040 -2.541089 1.566549 -1.034 -2.440 0.273 0.709
P 2.146534 -0.740296 1.326706 1.773 -0.438 0.773 0.693
P -1.150262 -0.863677 -1.375928 -1.175 -0.571 -2.824 0.707
H -1.632602 2.223448 2.014410 0.375 -0.367 -0.089 0.097
C -1.969536 1.560879 1.206169 -2.752 -1.633 1.183 -0.156
C -2.678986 0.351788 1.574404 -0.350 3.403 0.209 -0.174
H -2.826026 0.123313 2.644282 0.564 0.007 -0.405 0.090
C -1.769598 -2.965247 3.303705 0.157 0.671 0.451 -0.214
C -0.351055 -3.977930 1.099908 0.516 0.463 -0.206 -0.213
C -2.981548 -3.049001 0.790927 0.044 0.689 -0.252 -0.211
C 2.745790 0.984031 1.362518 0.013 0.467 -0.129 -0.231
C 2.981653 -1.391311 2.809836 -0.455 -0.325 0.512 -0.212
C 3.026759 -1.603197 -0.005357 -0.535 0.002 -0.392 -0.225
C -2.910682 -0.704610 -1.856677 -0.349 -0.054 0.545 -0.193
C -0.561816 -2.333282 -2.269199 0.362 -0.566 0.306 -0.208
C -0.524701 0.464374 -2.434438 0.584 0.588 0.205 -0.258
H -2.201797 2.107354 0.285340 0.257 -0.487 -0.116 0.090
H -3.498451 -0.067926 0.975195 0.767 -0.001 -0.341 0.080
H -2.406547 -2.193350 3.758522 0.146 -0.275 -0.012 0.064
H -0.846501 -3.073895 3.891949 -0.288 -0.015 -0.105 0.066
H -2.315930 -3.921691 3.319690 0.242 0.288 -0.108 0.091
H 0.583944 -3.954769 1.670486 -0.119 -0.150 -0.088 0.054
H -0.114792 -3.958772 0.031104 -0.024 -0.128 0.167 0.037
H -0.905040 -4.895555 1.335868 0.106 0.218 -0.015 0.089
H -3.783355 -2.387602 1.134224 -0.011 -0.234 -0.066 0.066
H -3.190161 -4.078856 1.104779 0.070 0.224 -0.049 0.088
H -2.925589 -3.000810 -0.301398 -0.042 -0.199 0.290 0.024
H 3.644899 1.062976 0.733456 -0.212 0.110 0.139 0.088
H 3.020696 1.233555 2.399785 -0.130 0.036 -0.417 0.080
H 1.993612 1.725184 1.032924 0.309 -0.060 0.190 0.023
H 4.031634 -1.589158 2.561176 -0.198 0.060 -0.003 0.087
H 2.520055 -2.326485 3.149784 0.225 0.107 -0.039 0.061
H 2.950076 -0.656768 3.624452 -0.054 -0.213 -0.170 0.068
H 4.103803 -1.543733 0.181273 -0.137 0.018 -0.090 0.085
H 2.778378 -1.149636 -0.971056 0.220 -0.164 -0.011 0.049
H 2.707268 -2.653543 -0.014959 0.189 0.175 -0.030 0.065
H -2.931789 -0.558817 -2.946423 0.020 -0.115 0.301 0.090
H -3.349910 0.178070 -1.371407 0.028 -0.203 -0.224 0.062
H -3.499730 -1.588907 -1.589375 0.092 0.295 -0.152 0.057
H -0.650576 -2.144138 -3.349940 -0.073 -0.003 0.341 0.091
H -1.146610 -3.228358 -2.011805 0.173 0.259 -0.092 0.066
H 0.497541 -2.523318 -2.038502 -0.280 -0.019 -0.144 0.055
H -0.809631 0.273388 -3.475393 0.002 -0.162 0.206 0.096
H 0.565004 0.550141 -2.357747 -0.333 -0.044 -0.325 0.054
H -0.965069 1.413042 -2.105892 0.104 -0.318 -0.172 0.032
C 1.162864 3.491973 -1.957612 -0.170 -0.166 0.580 -0.221
C 2.277868 4.331694 -1.778690 0.396 0.673 -0.056 0.043
C 2.358389 5.531164 -2.488580 0.725 -0.669 0.788 0.021
C 1.375118 5.867143 -3.425054 -0.201 0.400 -0.309 0.051
C 0.293654 5.006337 -3.645657 -0.894 -1.156 0.106 0.020
C 0.185232 3.816066 -2.915549 -0.298 0.713 -0.523 0.032
O 0.924831 2.404756 -1.114178 0.861 0.259 -0.418 -0.028
H 1.753671 1.937456 -0.860979 -0.267 1.040 -0.303 0.093
H 3.037643 4.058743 -1.049621 -0.060 0.186 -0.093 0.135
H 3.188876 6.221891 -2.307747 -0.286 -0.366 -0.069 0.149
H 1.441126 6.802691 -3.986550 0.035 -0.285 0.200 0.153
H -0.490110 5.251894 -4.381136 0.571 -0.105 0.419 0.150
H -0.644715 3.141233 -3.082848 0.013 0.226 -0.045 0.109
O -0.156676 -0.052925 3.470397 -0.141 0.130 -0.091 -0.125
H -0.493552 0.610657 4.116718 0.190 -0.366 -0.489 0.135
H 0.167752 -0.791019 4.020988 -0.075 0.282 -0.172 0.093
```
Forces are in eV/Å.

Computed properties:
- net charge = +4
- HOMO-LUMO gap (spin up / spin down) (eV) = 2.5 / 2.5
- LUMO energy (spin up / spin down) (eV) = -16.547 / -16.542



This record from the Open Molecules 2025 dataset describes the ion C7H8NO7 with charge -1 at a distorted geometry. The level of theory is ωB97M-V with the def2-TZVPD basis set.

```
23
Properties=species:S:1:pos:R:3:forces:R:3:lowdin_charge:R:1
C -0.116435 0.104734 -1.029792 -1.314 0.297 -0.102 -0.531
C 1.679304 1.661381 -1.280955 0.046 0.057 -0.230 -0.419
C 1.192036 1.633979 1.187278 -0.490 1.031 -2.269 -0.206
C 0.591235 0.338837 1.227463 -0.345 0.935 -1.742 -0.266
C -2.547106 -1.963348 -0.957862 2.425 -3.233 0.636 -0.046
C 1.079466 2.481071 -0.147428 -0.965 1.026 0.475 -0.035
C -1.071426 -1.980469 -0.322115 -1.511 3.442 1.042 -0.188
N 0.995476 -0.750877 1.921806 0.461 -0.256 0.506 -0.428
O 2.733703 1.942036 -1.800931 -0.826 -0.303 0.141 0.094
O 2.072338 -1.288655 1.630308 0.463 0.019 -0.254 -0.007
O -1.042913 0.900072 -0.912367 0.571 -2.001 -0.163 0.080
O 1.041372 0.494144 -1.686352 0.886 0.593 0.642 0.121
O 0.210318 -1.260855 2.714952 -0.774 -0.503 0.936 -0.011
O -0.114576 1.447057 1.781722 0.883 -0.383 1.046 0.026
O -0.112302 -1.269146 -1.081648 0.455 1.450 -0.856 -0.020
H 2.098856 1.909307 1.694123 -0.092 0.004 1.154 0.139
H -2.529986 -1.865353 -2.069535 -0.132 -0.130 1.039 0.084
H -2.874432 -2.982950 -0.593327 -0.068 0.559 -1.173 0.071
H -3.246546 -1.377380 -0.448766 -0.589 1.767 0.399 0.031
H 1.687810 3.468935 -0.108789 -0.995 -1.777 0.050 0.136
H -0.074828 2.710579 -0.249372 2.606 -0.528 -0.109 0.154
H -0.620302 -2.920414 -0.142333 0.016 -1.185 -0.284 0.103
H -1.031063 -1.432686 0.673921 -0.711 -0.880 -0.882 0.119
```
Forces are in eV/Å.

Computed properties:
- net charge = -1
- HOMO-LUMO gap (eV) = 7.8
- LUMO energy (eV) = 3.546



This record from the Open Molecules 2025 dataset describes a cluster of 2 separate species, C8H11IP in total at a distorted geometry. The level of theory is ωB97M-V with the def2-TZVPD basis set.

```
21
Properties=species:S:1:pos:R:3:forces:R:3:lowdin_charge:R:1
C -1.690516 2.292141 1.180238 2.616 1.791 -1.078 -0.007
C -1.537797 1.076734 1.802509 -0.770 -0.436 0.102 -0.069
C -0.942126 2.594674 -0.077637 -3.514 1.241 4.002 -0.027
C -0.882870 0.036119 1.172139 1.541 0.889 -1.444 -0.116
C -0.354682 1.526714 -0.598756 1.470 -1.765 -2.854 -0.140
C -0.247542 0.218818 -0.059393 -1.367 1.223 0.905 -0.466
C 1.400033 -0.699789 -2.264338 0.951 2.427 0.221 -0.307
C 1.523222 -2.633158 1.230892 -1.738 1.313 -2.252 0.236
P 0.378182 -1.246288 -0.865199 0.042 -0.881 0.923 0.588
I -1.578203 -2.239139 -1.900375 0.439 -0.033 0.288 0.583
H -2.012682 3.145713 1.773071 -0.637 -0.246 -0.288 0.112
H -1.954314 0.856811 2.779827 -0.038 0.388 -0.034 0.120
H -1.009268 3.649312 -0.488944 0.307 -1.762 0.280 0.144
H -0.583583 -0.841191 1.640806 -0.413 -1.639 1.291 0.059
H -0.012036 1.672429 -1.597632 0.736 0.011 -0.673 0.092
H 1.587306 0.413428 -1.974795 -0.490 -1.667 -0.768 0.073
H 0.892156 -0.755885 -3.246606 0.192 -0.035 0.721 0.050
H 2.438440 -1.044749 -2.351385 -0.496 -0.625 0.211 0.055
H 1.713951 -3.507409 0.703115 0.910 -1.259 -0.954 0.008
H 0.764240 -2.743743 1.941384 -1.100 0.228 1.032 0.014
H 2.108089 -1.771542 1.201079 1.358 0.837 0.372 -0.002
```
Forces are in eV/Å.

Computed properties:
- net charge = +1
- HOMO-LUMO gap (spin up / spin down) (eV) = 7.0 / 7.0
- LUMO energy (spin up / spin down) (eV) = -5.889 / -5.885